93
Properties=species:S:1:pos:R:3:forces:R:3:lowdin_charge:R:1 method="wB97M-V/def2-TZVPD" energy_ha=-2956.7085 homo_lumo_gap_ev="7.53 / 6.22" max_force_ev_per_a=4.54 multiplicity=5 total_charge=+3 relative_energy_ev=1.494
H 12.452274 20.158968 8.319036 -0.090 -0.051 -0.351 0.153
C 15.155526 15.509223 13.018902 -0.210 -0.903 0.718 -0.136
H 11.065458 9.322653 12.182656 -0.195 -0.240 1.621 0.081
H 16.831131 9.893128 14.143466 -0.482 -0.222 -0.380 0.115
H 16.204711 11.483938 15.520361 -0.471 0.715 0.075 0.122
C 12.319617 9.278926 10.525478 0.211 1.379 0.259 -0.508
C 12.287828 9.704675 9.052776 -0.175 -1.750 -0.316 -0.013
H 11.419036 9.105246 8.587940 1.533 0.844 0.410 0.133
C 11.324947 17.847445 9.213141 -1.221 -1.225 0.052 -0.275
N 12.494595 14.808175 8.287721 -1.045 -0.135 -0.226 0.018
C 17.514015 15.524767 12.104522 -2.846 -0.345 -1.652 0.031
H 15.586531 9.118189 13.102160 0.118 0.276 0.128 0.100
C 11.399277 14.233737 5.837038 -0.520 1.206 -2.118 0.030
C 12.716755 7.857140 10.849438 -2.732 -0.285 -1.160 0.003
H 12.905633 15.389080 5.030903 1.447 1.120 -2.253 0.095
H 12.038971 10.755270 8.974863 -0.021 0.264 0.022 0.054
H 10.837658 10.733462 11.146176 -0.100 -0.249 -0.082 0.072
H 10.848322 14.141146 4.888190 0.654 -0.357 0.259 0.156
C 16.108573 15.454964 11.897322 1.268 -0.967 -0.709 -0.246
C 10.657931 13.727691 9.378927 0.101 0.111 -0.008 -0.169
H 17.883951 15.720001 13.044473 0.920 0.383 1.927 0.109
H 9.158750 12.784371 12.772836 0.137 0.455 -1.365 0.152
H 15.716411 14.753449 8.757530 0.815 0.058 -0.316 0.103
H 11.740561 17.710894 8.206215 0.324 0.429 0.215 0.096
P 14.162471 11.497418 11.177093 -1.237 0.578 0.833 0.353
C 8.893988 12.596659 10.608240 1.050 1.355 -1.569 0.061
H 16.594636 12.674540 14.310047 -0.436 -0.585 -0.114 0.106
H 7.939713 12.125942 10.636454 -0.171 -0.606 0.085 0.107
C 14.041202 10.377990 14.578900 -1.969 0.984 0.209 -0.027
H 10.722004 17.390615 12.077124 0.465 0.310 0.190 0.110
Pt 13.263866 15.057338 10.546214 0.269 -0.066 -1.474 1.045
C 9.485891 12.964144 9.296983 -1.036 -0.346 2.185 -0.005
C 13.785035 18.729957 10.200236 -0.633 -0.416 4.478 -0.219
H 15.592664 15.123754 13.953135 -0.286 -0.499 -0.445 0.143
C 10.998947 9.654090 11.190512 1.764 0.707 -0.515 -0.009
C 8.927130 12.665534 7.993753 -0.167 0.357 -1.548 -0.031
H 16.719842 10.282721 12.482133 0.423 0.731 -0.954 0.069
H 15.136884 12.897791 15.162318 -1.176 0.115 0.481 0.076
N 10.879283 19.222552 9.415137 -0.398 0.362 -1.032 -0.139
H 13.105335 20.235095 12.447976 0.282 -0.281 0.331 0.151
C 15.727471 12.118184 14.745820 3.252 0.240 -0.003 -0.046
H 18.347004 14.785904 8.888203 -0.333 -0.011 0.577 0.135
C 16.108709 10.059631 13.319395 -0.041 -0.217 1.091 -0.009
O 14.511477 11.954597 12.688792 -0.780 -0.188 -1.003 -0.197
C 15.130310 11.129614 13.831018 -0.860 -1.049 -0.784 -0.555
C 9.507623 13.073148 6.833369 2.043 0.359 2.450 0.120
H 9.229739 12.866350 5.843154 -1.075 -0.382 -0.896 0.130
H 14.578602 18.689611 11.037191 -1.046 0.183 -1.368 0.136
O 13.871666 14.898074 12.699443 0.774 0.462 0.927 -0.184
H 19.360758 15.289853 11.062929 -0.164 -0.010 0.163 0.136
H 13.458869 11.092223 15.275753 0.792 -1.303 -1.073 0.127
C 11.659648 17.980093 12.064831 0.223 -0.644 -1.462 -0.179
C 10.653217 13.886024 11.650357 -0.383 -0.173 0.515 -0.112
H 13.554045 7.493878 10.326040 1.070 -0.236 -0.889 0.077
C 16.344371 14.997640 9.610769 -0.625 -0.282 1.008 -0.102
C 13.040279 15.261123 7.168311 1.409 -1.109 0.543 -0.099
H 10.435114 17.134671 9.118824 0.979 0.892 0.715 0.128
C 18.274548 15.275696 11.016445 1.070 -0.319 -1.650 -0.009
N 12.983554 19.918255 10.340618 0.054 1.104 -1.374 -0.058
H 10.253840 9.101115 10.709703 -1.466 -0.604 -0.749 0.085
N 11.369605 19.327994 11.680869 -1.842 -0.603 1.707 -0.083
O 13.327817 10.197096 11.289649 0.851 0.645 0.030 -0.160
H 12.856332 7.602725 11.889522 -0.321 0.346 0.375 0.093
P 12.599464 17.258741 10.491739 -0.551 0.609 0.153 0.932
C 12.519092 15.014583 5.889853 -1.202 -0.987 2.684 0.020
H 14.446913 9.544985 15.138561 0.359 0.178 0.434 0.098
C 17.700646 14.968515 9.759592 0.836 0.365 -0.690 -0.008
H 11.500265 21.102915 9.469630 -0.337 2.120 0.103 0.116
H 12.225855 17.819136 12.995087 -0.116 0.433 -0.372 0.115
O 7.148133 11.904552 6.690591 0.097 -0.210 -0.335 0.160
H 9.893484 20.535394 10.786965 -0.225 0.075 -0.213 0.154
C 11.294946 14.141348 8.192497 1.410 0.077 -0.339 -0.158
N 7.566524 12.084233 7.790238 -0.205 0.328 2.613 -0.322
H 13.972409 13.931987 12.765479 0.247 -0.364 0.312 0.063
H 13.259154 9.502840 8.530784 -0.972 0.060 0.340 0.114
H 11.777742 7.314309 10.435064 1.649 0.281 0.841 0.145
N 15.580981 15.213713 10.703285 -0.801 0.226 0.108 -0.019
O 6.959067 11.939034 8.857413 -0.076 -0.301 -1.387 0.075
C 12.404303 20.283320 11.632699 0.447 1.191 -0.455 -0.115
N 11.240680 14.200065 10.523645 -1.261 -0.658 0.267 -0.041
H 13.349322 9.872730 13.879020 0.174 0.508 0.199 0.081
O 15.542424 11.345259 10.491858 0.506 -0.271 -0.772 -0.016
H 11.066726 14.340123 12.545047 0.086 -0.235 0.095 0.117
H 15.044907 16.525440 13.262137 -1.037 1.568 0.252 0.113
H 14.240250 18.530078 9.285702 0.655 0.289 -1.848 0.080
C 10.760727 13.785814 6.963755 -0.993 -0.364 0.469 -0.120
C 11.943813 20.188609 9.271193 1.428 -2.393 0.443 -0.082
H 14.074971 15.570690 7.354765 -0.449 0.707 -0.574 0.114
H 12.012637 21.325485 11.573549 0.234 -0.810 0.045 0.173
O 13.547673 12.637867 10.335796 0.768 -1.150 1.455 -0.304
H 9.502976 18.751804 10.864361 -0.417 0.155 0.409 0.143
C 10.247161 19.516581 10.700176 1.873 -1.476 -0.174 -0.050
C 9.506313 13.063540 11.738425 0.130 -0.263 1.194 -0.017


86
Properties=species:S:1:pos:R:3:forces:R:3:lowdin_charge:R:1 method="wB97M-V/def2-TZVPD" energy_ha=-6768.2986 homo_lumo_gap_ev=4.48 max_force_ev_per_a=1.20 total_charge=-2 relative_energy_ev=0.144
C 3.982566 3.259092 3.157344 -0.066 -0.031 -0.133 -0.029
C 1.435259 3.579630 2.846266 -0.064 -0.080 0.239 -0.506
H 0.744679 5.394347 3.751521 -0.001 0.005 0.032 0.081
H 1.493278 -4.184454 1.263622 -0.009 0.009 -0.017 -0.006
H -4.572336 -3.475517 -4.164626 0.025 -0.006 0.023 0.076
C -0.157180 -5.350614 -1.561969 0.013 -0.013 -0.053 -0.109
B 1.986065 3.228329 0.576781 0.127 0.574 0.364 -0.434
H 2.491563 5.360465 3.495140 -0.010 0.017 0.035 0.075
O 1.301228 4.066801 1.507722 0.108 0.122 -0.007 -0.035
H 4.608007 -3.251906 -1.544513 -0.004 0.028 0.029 0.000
H -4.189947 4.778732 -0.669156 -0.011 -0.005 -0.011 0.102
C 0.968262 -4.668944 -3.563084 -0.017 -0.087 0.011 -0.115
C -1.511922 -1.168111 -0.235796 -0.210 -0.160 0.207 -0.367
C 0.575162 -5.678902 -2.694605 0.014 -0.015 0.017 -0.129
H -2.623171 -3.315552 -2.686642 0.057 -0.025 0.014 0.084
H -2.271320 5.670807 -2.007755 0.027 -0.014 -0.007 0.106
C -1.560683 -1.556913 2.155555 -0.086 0.035 0.023 -0.095
C -4.041449 -2.534459 -4.065576 -0.021 -0.073 0.046 -0.142
H 3.160151 -4.242158 -1.340877 0.000 0.001 -0.003 -0.009
C -0.103908 -3.002796 -2.162475 0.035 -0.219 0.041 -0.391
H -1.706117 5.271378 0.338115 0.043 -0.001 0.023 0.086
C -2.216745 -1.247650 -3.082515 0.040 0.181 -0.169 -0.406
H 1.748841 -3.006918 2.555786 0.018 0.048 -0.029 -0.006
As -0.546487 -1.100656 -1.939792 -0.297 -0.047 -0.521 1.304
H -0.477786 -6.130982 -0.880093 0.018 0.017 0.023 0.090
Ge 3.113624 -2.363400 0.401533 0.051 -0.141 0.025 0.715
H 5.304456 -2.385987 1.850656 -0.016 -0.030 -0.014 -0.008
H -3.067434 2.055896 -1.542029 0.014 -0.003 0.067 0.023
H 4.217736 -1.077345 2.352784 0.006 -0.012 0.004 -0.024
H 4.783662 2.567231 2.892967 0.000 -0.001 0.017 0.086
H -0.412280 4.358714 -0.481632 0.026 0.033 0.100 0.064
H -3.409557 -1.115543 3.163303 0.006 0.020 0.006 0.084
H -4.107997 0.669777 -5.160968 0.034 -0.001 -0.027 0.070
C -3.777756 -0.214101 -4.628182 -0.049 -0.169 0.043 -0.175
C -2.835925 -0.739128 -0.158217 0.002 0.013 -0.090 -0.117
H -5.330702 -1.462677 -5.412007 -0.002 0.008 0.017 0.080
H 4.032469 3.463516 4.230253 0.002 0.016 0.008 0.078
C -2.878190 -1.125769 2.217869 -0.014 0.017 -0.010 -0.119
S -2.060491 2.908032 0.416936 -0.246 0.514 -0.056 0.940
H 1.537033 -4.916022 -4.452608 0.020 0.043 0.002 0.089
C -0.885063 -1.571070 0.941622 0.084 -0.002 0.072 -0.124
C -0.492899 -4.028169 -1.303871 -0.012 0.056 0.062 -0.118
O -1.055141 1.862376 0.094164 -0.356 -0.233 0.256 -0.582
C 0.129701 2.869422 3.216204 0.088 0.037 -0.172 -0.028
H 0.840335 -6.711060 -2.894742 0.000 0.009 -0.012 0.084
H -1.068991 -3.795569 -0.416862 -0.007 0.019 0.018 0.093
H 4.531160 -4.447454 -0.234501 0.006 0.023 0.038 -0.004
C 2.651126 2.611562 2.756087 0.141 0.137 0.267 -0.502
H 0.941298 -2.566272 -3.976926 0.005 -0.029 -0.017 0.101
C -3.441559 2.738381 -0.765789 0.024 -0.074 0.055 -0.337
C -3.675701 4.112142 -1.372018 0.063 0.044 -0.087 -0.250
H 2.312479 1.524294 4.601988 -0.007 -0.024 0.022 0.085
H -4.538000 -0.361839 1.088738 -0.002 -0.016 -0.017 0.091
S -1.798432 1.427866 -3.729195 0.012 0.299 0.073 0.404
H -4.301328 2.311885 -0.249166 0.039 -0.027 0.000 0.079
H 2.993965 -4.213618 2.207414 0.021 0.011 -0.014 -0.003
H -1.056184 -1.882120 3.059276 0.037 -0.003 -0.027 0.091
H 0.134078 2.516664 4.250141 -0.011 -0.006 0.005 0.083
H -0.692193 3.576546 3.087789 -0.014 -0.003 0.036 0.076
C -2.929575 -2.433374 -3.236230 -0.039 -0.018 0.052 -0.134
C -1.492455 4.468962 -0.371264 -0.102 -0.159 0.005 -0.293
C -3.510951 -0.710865 1.052492 -0.031 0.029 0.079 -0.109
H 3.397752 0.724384 3.448437 -0.008 -0.008 0.017 0.068
H 2.412641 -0.956520 -1.493728 -0.065 -0.046 -0.046 -0.055
C -2.270131 4.631817 -1.669386 -0.060 0.020 0.012 -0.242
C 1.906611 -1.202825 -0.546364 0.497 -0.081 0.215 -0.399
H 0.151985 -1.879404 0.891156 -0.007 -0.026 -0.048 0.048
H 4.145950 4.183356 2.601924 -0.018 0.008 0.018 0.087
C 3.952264 -3.714654 -0.802932 -0.126 0.148 -0.021 -0.239
H 5.203282 -0.877927 0.907392 -0.006 -0.023 -0.020 0.000
C -2.637379 -0.099170 -3.808752 0.165 -0.088 0.129 -0.792
H -3.340274 -0.417104 -1.061524 -0.031 -0.017 0.014 0.093
C -4.463632 -1.408733 -4.759158 -0.028 0.102 -0.056 -0.147
H 1.855771 -0.261333 0.019230 0.103 -0.024 0.241 -0.079
C 0.629453 -3.351539 -3.295141 0.018 0.181 -0.024 -0.120
O 2.730793 2.317789 1.360245 -0.031 -0.152 -0.020 -0.016
H -1.832452 4.006511 -2.450655 0.002 0.020 -0.010 0.072
H -4.283085 4.033844 -2.275854 0.012 -0.037 0.010 0.109
H 1.771098 4.420809 4.823363 0.006 0.004 0.014 0.083
H -0.055119 2.028057 2.547131 -0.021 -0.008 0.034 0.078
H 1.662838 0.722125 3.148440 -0.009 0.005 0.048 0.087
Na 0.846658 1.570959 -0.705004 0.302 -0.689 -0.935 0.183
C 2.244749 -3.559041 1.752150 -0.067 0.096 -0.040 -0.249
C 2.486663 1.316213 3.542634 0.020 0.021 -0.179 -0.012
C 4.630401 -1.603252 1.488924 -0.152 -0.005 -0.139 -0.243
C 1.632835 4.760708 3.793083 -0.004 -0.039 -0.179 -0.028